No. 1
Below is a molecular structure, C15H22Cl20F6NO7S2 at a distorted geometry, with properties calculated with wB97M-V/def2-TZVPD.

Last column: Mulliken charge in e.
Atoms and positions in Å:
Cl -0.677813 2.904214 -1.029508  -0.1616
Cl 2.901240 -2.273572 -4.886965  -0.1570
H -0.753009 1.303734 -1.567562  0.1318
Cl -1.808062 7.097308 0.840754  -0.1348
Cl 1.179200 -0.142801 -5.883595  -0.0859
F 1.889139 -1.417445 -1.238801  -0.2244
O -1.796158 -0.092656 3.916851  -0.5849
F -0.698174 -1.341473 1.406038  -0.1446
H -0.309150 5.149642 -0.397889  0.3160
Cl 3.733710 0.898215 -3.571893  -0.0283
F 0.139493 0.804017 0.779696  -0.2008
C 3.644397 3.970935 7.014785  -0.1032
H -1.060256 0.504796 -7.516352  -0.0901
H -1.096171 2.706557 7.020648  0.1379
C 1.914537 -2.712386 0.914911  0.8831
Cl -1.633748 -4.413836 1.082102  0.0138
Cl -2.903248 1.961981 -7.278037  -0.1702
H -3.627985 -4.618162 2.330511  0.2982
Cl -0.032358 -4.760727 -4.958998  -0.1086
H -0.948247 -5.604483 -6.965545  0.3246
Cl -3.789201 -3.881616 -3.785600  -0.1525
C -0.729649 4.268661 0.093179  -0.1418
F 2.695987 -0.209268 0.651480  -0.2560
O 1.410238 -0.055082 3.345139  -0.5067
C 5.346406 1.122887 -4.260050  -0.3632
C -1.350103 3.698766 6.639683  0.0871
Cl -1.333092 -3.278680 -7.106209  -0.1322
H -1.768690 4.461785 0.370837  0.0521
F 0.833823 -3.676148 0.488330  -0.2455
C -3.117283 -5.233052 1.585463  -0.0381
S -0.982062 -0.780895 5.079868  0.6929
H 5.873812 0.165937 -4.250669  0.2565
Cl -0.071246 2.645381 -7.385761  -0.1597
H 2.812567 4.590055 6.670045  0.0936
H -1.350314 1.474815 -8.989198  0.2812
Cl 0.202532 3.924924 1.555453  -0.0613
H -3.762309 -5.368246 0.713823  -0.0407
H 3.685299 3.982742 8.106658  0.2848
C -2.848608 6.694002 2.211874  -0.2292
H 1.501052 -0.831061 -3.647636  -0.3510
C -0.570682 -0.678024 -1.122866  -0.2215
Cl -2.762555 -6.815066 2.289895  -0.1949
Cl -2.755576 4.970961 2.595675  -0.1170
C -3.694206 -4.470187 -2.121291  0.0672
H -1.386230 3.676576 5.547802  0.1325
O -1.391027 -1.682857 -1.532250  -0.4429
Cl 5.155378 4.628984 6.375042  -0.1874
Cl -5.306903 -4.694859 -1.433133  -0.2040
Cl -2.939164 4.163742 7.258963  -0.1864
Cl 5.251412 1.711458 -5.924358  -0.1634
N 0.003279 -2.117357 4.540653  -0.4013
C -1.314187 1.497004 -7.897319  0.1213
O 3.000757 -3.711909 2.996618  -0.4278
O -0.229776 0.312654 5.876862  -0.5499
C 0.136298 -0.656356 0.392953  1.2735
H 0.570662 -2.026614 -4.595988  0.0697
H -3.881581 6.947405 1.961177  0.2876
O -0.273755 0.509178 -1.991790  -0.3339
Cl -0.107161 4.847142 7.151240  -0.1812
C -0.383055 -4.710558 -6.690853  -0.3550
H 0.558983 -4.685221 -7.244040  0.2752
C 1.423520 -1.343645 -4.609582  0.4750
O 2.551577 -1.532621 4.994339  -0.6324
C 1.665985 -1.237818 0.245197  0.3357
H -3.147832 -3.741877 -1.517027  -0.0001
C 2.201647 -2.714754 2.525714  -0.1158
H -2.528391 7.270471 3.083162  0.2669
H -1.967264 -1.306821 5.976798  0.1431
F 3.170416 -3.250663 0.269376  -0.3014
H 5.892782 1.851197 -3.655786  0.3060
H -3.166801 -5.427138 -2.111911  0.2916
Cl 3.391449 2.309685 6.466068  -0.0771
S 1.515500 -1.531882 3.802797  1.0669

Cartesian forces (eV/Å) of the 3 atoms listed first:
Cl 0.1 2.3 0.0
Cl 0.0 -0.1 0.0
H 0.8 -2.5 -0.5

HOMO level: -6.3 eV
Gap between HOMO and LUMO: 6.48 eV
LUMO energy: 0.2 eV
Net charge: -1

---

No. 2
Below is a molecular structure, C15H22Cl5GeN2S5SbSn, with properties calculated with wB97M-V/def2-TZVPD.

Last column: natural (NBO) charge in e.
Atoms and positions in Å:
H -4.351610 0.800143 -2.325386  0.2081
Cl 0.443853 2.330310 2.410011  0.0351
Sb 4.476473 -0.786533 4.053552  1.4095
H 0.980490 -4.696567 -0.470997  0.2146
H -3.608746 -0.483008 -1.374125  0.2305
Ge 0.850969 -2.243824 -1.202107  1.6675
C 2.130030 4.196202 -0.666755  -0.0693
H 1.552907 -1.746169 -3.594215  0.2081
Cl 1.991840 5.727337 -1.448949  0.0232
H -4.328421 0.671605 0.735701  0.1905
Cl 0.234497 5.079626 1.032628  0.0267
N -1.479718 0.311944 0.405862  -0.6655
C 1.791366 -1.285194 -2.632670  -1.0996
H 0.553616 -2.198255 1.266801  0.2309
Cl 3.975578 3.597051 -2.540985  0.0218
C -2.766002 -1.334454 1.723875  -0.6146
C -2.063274 0.017231 1.702449  -0.2290
C 1.529290 -4.105204 -1.207369  -1.0909
C 2.348370 1.677163 0.608003  -0.4156
H 1.413195 -4.576073 -2.187530  0.2015
S 4.732058 -0.962879 1.653911  -0.7358
C -1.785276 1.306946 -0.406102  0.3277
S -0.776331 1.806710 -1.661598  -0.3574
Sn 2.358088 -0.393040 1.427140  1.5686
H -5.053138 1.956815 -0.192999  0.1874
S 5.463245 1.108596 4.800521  -0.8640
H 1.472524 -0.242096 -2.656386  0.2427
C 0.863209 -1.449650 0.528087  -1.7052
H -1.654217 -2.888463 -1.115205  0.2085
H -1.066016 -2.957393 -2.787625  0.2052
C 1.353222 3.905306 0.446384  -0.0815
C 3.105461 2.006237 -0.510754  0.0580
H -1.232582 -0.015989 2.412437  0.2254
C 1.471951 2.658236 1.055515  -0.0366
H -3.594040 -1.380015 1.013327  0.1899
S 4.874110 -2.762124 5.087861  -0.8645
H -0.564193 -0.202950 0.267468  0.4874
N -2.994546 1.981213 -0.220583  -0.6508
S 2.069614 -0.409677 3.832133  -0.7411
H -3.148676 -1.549870 2.723925  0.2004
H -2.714892 0.836265 2.005980  0.1963
H 2.871504 -1.313438 -2.492431  0.2236
C -4.246500 1.220455 -0.199817  -0.2125
H -1.418230 -1.389836 -2.038270  0.2281
C -4.404555 0.263601 -1.376601  -0.6350
C -1.020762 -2.390062 -1.853856  -1.0965
Cl 4.203885 0.839642 -1.172262  0.0283
H -3.021416 2.719600 -0.909864  0.3924
C 3.014766 3.239597 -1.152049  -0.1258
H -5.363436 -0.257701 -1.323039  0.1970
H -2.053413 -2.114567 1.454992  0.2287
H 2.583894 -4.122792 -0.928015  0.2272

Cartesian forces (eV/Å) of the 3 atoms listed first:
H 0.0 0.0 0.0
Cl 0.0 0.0 0.0
Sb -0.1 0.0 0.1

Energy above the lowest of the compared OMol25 structures with the same formula, charge and spin: 0.000 eV
HOMO level: -2.1 eV
Gap between HOMO and LUMO: 6.07 eV
LUMO energy: 3.9 eV
Net charge: -2

---

No. 3
Below is a molecular structure, C15H22ClIrNO2S4 at a distorted geometry, with properties calculated with wB97M-V/def2-TZVPD.

Last column: natural (NBO) charge in e.
Atoms and positions in Å:
H 3.836804 2.311673 0.556618  0.2715
N -3.177710 -2.341132 0.436974  0.5681
H 2.965603 2.982116 -1.663867  0.2588
H 2.455996 -0.110273 2.133503  0.2381
S 0.736954 2.153849 -1.573865  0.5222
C -1.534704 1.475660 0.021781  -0.5725
C 0.370898 0.367030 -3.553831  -0.5614
C -2.484978 0.268771 3.435886  -0.2588
H -2.055891 1.842423 -0.859208  0.2332
H -0.516706 0.919461 -3.867451  0.2665
C -4.513979 0.394686 2.133750  -0.1771
C -3.873411 0.176931 3.343897  -0.1725
C 2.326403 -2.025862 1.131385  -0.5340
O -3.258400 -2.520086 1.592831  -0.2013
H 2.001956 3.855119 -0.476355  0.2772
H 2.357833 0.795827 -2.769860  0.2387
C 0.617708 -2.924875 -0.971505  -0.5538
C -1.819065 0.615378 2.288448  0.1136
S 2.801171 0.258617 -0.204868  0.2855
C 1.014127 -2.072883 -2.168139  -0.5629
H -4.444556 -0.084041 4.224075  0.2485
H -1.965203 0.058314 4.360100  0.2517
C 1.440603 1.315035 -3.041949  -0.5438
C -2.416713 0.905034 1.062677  -0.1463
H -5.589341 0.295538 2.073787  0.2459
H 0.699624 -0.232004 -4.402437  0.2787
C -3.795545 0.757422 0.997843  -0.1894
H 0.945157 -2.653789 -3.089771  0.2719
Cl -0.004192 0.587564 2.283379  0.0183
H 1.670624 2.084624 -3.779126  0.2743
O -2.298916 -1.957656 -0.278846  -0.3521
H 1.264427 -3.792341 -0.849137  0.2716
H -1.041471 2.328198 0.502308  0.1991
H 4.016824 -0.759559 1.616252  0.2733
H 2.336807 -2.592869 2.060270  0.2746
H 2.013005 -1.646040 -2.083105  0.2363
C 2.823271 2.008880 0.296841  -0.5335
C 2.265005 2.862723 -0.837727  -0.5392
H 2.185751 2.112749 1.174895  0.2387
H -4.311537 0.969552 0.069353  0.2369
C 2.968511 -0.653700 1.342371  -0.5373
H -0.400807 -3.293025 -1.097957  0.2716
S -0.227989 -0.754447 -2.243026  0.5837
H 2.866196 -2.597648 0.376453  0.2451
Ir 0.194627 0.308841 -0.300581  0.3381
S 0.555230 -1.999783 0.596936  0.4042

Cartesian forces (eV/Å) of the 3 atoms listed first:
H 0.0 0.0 -0.1
N 0.0 0.0 -0.1
H 0.0 0.0 0.0

2S+1: 2
Energy above the lowest of the compared OMol25 structures with the same formula, charge and spin: 0.000 eV
⟨S²⟩: 0.7535
HOMO level (alpha / beta): -14.3 / -14.3 eV
Gap between HOMO and LUMO (alpha / beta): 7.33 / 7.27 eV
LUMO energy (alpha / beta): -7.0 / -7.0 eV
Net charge: +2

---

No. 4
Below is 3 unconnected molecules or ions with the total composition C15H22F17N2O3 at a distorted geometry, with properties calculated with wB97M-V/def2-TZVPD.

Last column: natural (NBO) charge in e.
Atoms and positions in Å:
C 7.236564 0.979204 0.170399  -0.6204
C 5.872318 1.104230 -0.393849  -0.0702
F -0.394955 0.423232 3.330707  -0.3087
H 4.123971 -1.463364 -1.113517  0.2207
F -4.059487 -3.064377 -3.419566  -0.3080
H -3.485398 -1.168823 4.861671  0.1610
H 0.999725 -0.853825 -0.315695  0.3940
N 2.818155 -0.077302 -0.340143  -0.2047
F -0.084436 -0.666133 -3.487785  -0.3551
H 3.721159 2.619345 -1.418282  0.1812
O -2.670266 1.359108 4.436349  -0.4987
C -2.122381 -0.416816 -2.458650  0.8490
H -3.106255 -3.916433 -0.376840  0.1446
C -3.014974 -3.883846 -1.466554  0.5184
O 5.135336 -0.093346 -0.125053  -0.5167
H 7.713048 1.934814 0.134298  0.2293
C -3.597182 -0.768515 3.852866  0.4993
H -2.514016 2.917185 3.077339  0.2162
C 2.742632 2.200667 -1.395098  0.0430
F -2.506776 -1.093548 3.121945  -0.3293
H 3.047453 1.772630 0.682280  0.2337
O -3.463021 -0.598968 -2.517010  -0.4968
H 1.446419 -0.310443 -1.809444  0.3864
H -1.345030 2.828467 4.362346  0.2391
F -1.777159 -3.440618 -1.799663  -0.3326
F -2.230063 0.475520 1.188938  -0.3090
H 7.820283 0.260077 -0.362856  0.2217
H -1.420029 2.245473 0.781055  0.1630
F -1.621852 -2.151196 -3.990965  -0.2982
C -3.773632 0.748443 3.900694  0.8466
H -3.755995 -1.394874 -0.615163  0.2097
F -4.073190 1.250299 2.686208  -0.3212
F -4.678960 -1.316403 3.262298  -0.3170
H 5.394917 1.914229 0.120306  0.1665
F -1.564524 -1.023265 -1.391814  -0.3293
H 2.613123 1.599194 -2.281648  0.1587
H 1.486317 1.451945 0.092016  0.2718
C 2.524386 1.377947 -0.154834  -0.3025
H 7.192764 0.684850 1.196906  0.2237
C -0.819317 1.570059 2.760535  0.5941
F -4.809397 1.005679 4.713564  -0.3061
F -1.915503 0.914905 -2.311163  -0.3308
C -1.415536 -0.856359 -3.733394  0.5014
H -5.141369 -1.210036 -1.649935  0.2393
H -1.733885 -0.265260 -4.592990  0.1660
F -3.156586 -5.134420 -1.952005  -0.3116
F 0.245707 2.423628 2.728787  -0.3316
H 4.221777 0.030959 -1.966811  0.1931
C -4.097689 -2.990757 -2.072438  0.5944
F -0.124907 0.726698 0.661965  -0.3646
C -4.098962 -1.516946 -1.642040  -0.1407
C -1.892800 2.224069 3.643374  -0.1391
H 5.956744 1.311934 -1.443835  0.1806
C -1.186175 1.313733 1.301999  0.5198
H 2.885375 -0.471038 0.590417  0.4411
C 4.133959 -0.405287 -0.992856  0.1031
F -5.283420 -3.511871 -1.667078  -0.3173
N 1.750264 -0.806234 -0.983778  -0.6233
F 1.852729 3.201786 -1.416511  -0.3268

Cartesian forces (eV/Å) of the 3 atoms listed first:
C 0.1 -0.3 0.2
C 0.2 0.0 0.6
F 0.2 0.0 -0.1

HOMO level: -13.9 eV
Gap between HOMO and LUMO: 11.37 eV
LUMO energy: -2.5 eV
Net charge: +1

---

Number 3 is which compound?
C15H22ClIrNO2S4

---

Among the records above, which one has the highest net charge?
C15H22ClIrNO2S4